Here is a cluster of 2 separate species, C5H14S in total from the OMol25 dataset. Energies are from the ωB97M-V functional and the def2-TZVPD basis.

Summary:
Kohn-Sham gap (alpha / beta) ... 1.90 / 8.12 eV
<S²> ... 0.750
Relative energy (zero: lowest compared OMol25 entry of this formula, charge and spin) ... 146.8 kJ/mol
E_LUMO (alpha / beta) ... 3.06 / 3.02 eV
Charge ... -1
Multiplicity ... 2
Strongest force on any atom ... 0.08592 hartree/bohr
HOMO level (alpha / beta) ... 1.16 / -5.10 eV

Geometry as XYZ:
```
20
Properties=species:S:1:pos:R:3:mulliken_charge:R:1
C -3.34558 -0.29814 1.59561 -1.357
C -3.15532 0.23093 2.98383 -1.925
S -4.81487 0.83705 3.50773 -0.398
H -3.54505 -1.44808 1.60977 0.239
H -4.19255 0.31586 1.14189 0.396
H -2.43074 -0.40503 0.86330 0.596
H -2.55732 1.08725 3.25622 0.589
H -2.86285 -0.48606 3.74077 0.764
H -4.59464 0.67259 4.85725 0.263
C 2.32584 0.23105 -1.00551 -1.343
C 2.55502 -0.67813 -2.27546 -0.472
C 3.63560 0.21824 -3.22542 -0.986
H 3.33275 0.60003 -0.80039 0.259
H 1.67848 1.10764 -1.17125 0.288
H 1.92647 -0.32710 -0.09909 0.540
H 2.87185 -1.76180 -2.04315 0.304
H 1.67911 -0.92186 -2.91286 0.326
H 4.40334 0.38542 -2.47205 0.304
H 3.07874 1.09850 -3.48901 0.314
H 4.01173 -0.45836 -4.06218 0.299
```

=====

Here is a cluster of 2 separate species, C5H14S in total from the OMol25 dataset. Energies are from the ωB97M-V functional and the def2-TZVPD basis.

Summary:
Kohn-Sham gap ... 9.41 eV
SMILES ... CCSC.CC
Relative energy (zero: lowest compared OMol25 entry of this formula, charge and spin) ... 294.2 kJ/mol
E_LUMO ... 0.93 eV
Strongest force on any atom ... 0.12220 hartree/bohr
HOMO level ... -8.48 eV

Geometry as XYZ:
```
20
Properties=species:S:1:pos:R:3:mulliken_charge:R:1
C -1.12538 0.03748 2.00301 -0.626
C -1.52641 -1.07273 1.01481 -0.468
S -0.57073 -1.47334 -0.60992 -0.078
C -0.76065 -0.09112 -1.86435 -0.942
H -1.57468 0.98108 1.99033 0.320
H -0.04652 0.22427 1.94562 0.023
H -1.20816 -0.41333 3.10057 0.269
H -1.49191 -2.19014 1.43235 0.269
H -2.68848 -0.90811 0.71206 0.277
H -0.41443 -0.36201 -2.80905 0.397
H -1.55800 0.43744 -2.01602 0.564
H -0.15632 0.80802 -1.57176 0.015
C 2.30730 1.89992 0.70965 -0.840
C 1.97796 1.66353 -0.71785 -0.733
H 3.37309 1.93789 0.66108 0.335
H 1.77387 2.72793 1.33172 0.253
H 2.26712 0.92617 1.42149 0.167
H 2.32799 0.63186 -1.14095 0.263
H 2.40500 2.29310 -1.35216 0.503
H 0.88615 1.85683 -0.81829 0.032
```

=====

Here is a cluster of 2 separate species, C5H14S in total from the OMol25 dataset. Energies are from the ωB97M-V functional and the def2-TZVPD basis.

Summary:
Kohn-Sham gap ... 9.37 eV
SMILES ... CCSC.CC
Relative energy (zero: lowest compared OMol25 entry of this formula, charge and spin) ... 35.4 kJ/mol
E_LUMO ... 0.96 eV
Strongest force on any atom ... 0.03516 hartree/bohr
HOMO level ... -8.41 eV

Geometry as XYZ:
```
20
Properties=species:S:1:pos:R:3:mulliken_charge:R:1
C 1.22267 -1.73720 -0.80382 -1.009
C 0.07743 -0.82023 -0.31788 -0.023
S -0.76151 -1.56477 1.12004 -0.101
C 0.26935 -0.97806 2.47669 -0.793
H 0.84457 -2.46399 -1.52060 0.297
H 1.79269 -2.23990 -0.02870 0.313
H 1.88815 -1.09370 -1.39111 0.293
H 0.51211 0.12009 0.00181 -0.135
H -0.59280 -0.64954 -1.14947 0.335
H 0.32614 0.11435 2.47792 0.251
H -0.31352 -1.21221 3.36896 0.309
H 1.24813 -1.44492 2.48140 0.268
C 0.21581 2.40903 -1.64341 -0.601
C -0.77070 3.58939 -1.73410 -0.937
H 1.10426 2.58487 -2.24937 0.322
H 0.54757 2.21383 -0.62633 0.198
H -0.29383 1.51379 -2.00786 0.159
H -0.72753 4.01042 -2.72980 0.280
H -0.49749 4.36937 -1.02431 0.277
H -1.78335 3.25989 -1.50167 0.293
```

=====

Here is a cluster of 2 separate species, C5H14S3 in total from the OMol25 dataset. Energies are from the ωB97M-V functional and the def2-TZVPD basis.

Summary:
Kohn-Sham gap ... 8.40 eV
SMILES ... CCCS.CSSC
Relative energy (zero: lowest compared OMol25 entry of this formula, charge and spin) ... 26.2 kJ/mol
E_LUMO ... 0.61 eV
Strongest force on any atom ... 0.02120 hartree/bohr
HOMO level ... -7.79 eV

Geometry as XYZ:
```
22
Properties=species:S:1:pos:R:3:mulliken_charge:R:1
C 0.55612 2.45786 0.78790 -1.160
C 0.24098 1.17594 1.54269 -0.335
C 1.24686 0.07207 1.31574 -0.494
S 1.09889 -1.40500 2.38071 -0.234
H -0.19309 3.21333 1.02046 0.327
H 0.51030 2.34473 -0.29901 0.216
H 1.54277 2.82378 1.08740 0.393
H 0.19284 1.43187 2.60262 0.347
H -0.75318 0.76998 1.31448 0.242
H 2.24041 0.45960 1.55064 0.428
H 1.23258 -0.29843 0.28728 0.177
H 1.97688 -2.15699 1.69490 0.093
C -1.67968 0.95107 -2.14460 -0.819
S -0.51305 -0.44441 -2.07425 -0.091
S -1.27958 -1.64090 -0.55942 -0.046
C -0.32131 -3.13646 -0.94341 -0.820
H -2.49800 0.64395 -2.79070 0.350
H -2.03494 1.20677 -1.14613 0.226
H -1.12045 1.77470 -2.57962 0.309
H 0.72724 -2.88382 -0.82406 0.223
H -0.66008 -3.90611 -0.25890 0.322
H -0.51253 -3.45353 -1.96472 0.346
```

=====

Here is a structure of composition C5H15Cl2MgN4O3 from the OMol25 dataset. Energies are from the ωB97M-V functional and the def2-TZVPD basis.

Summary:
Kohn-Sham gap ... 7.60 eV
Relative energy (zero: lowest compared OMol25 entry of this formula, charge and spin) ... 0.0 kJ/mol
E_LUMO ... 2.46 eV
Charge ... -1
Strongest force on any atom ... 0.03099 hartree/bohr
HOMO level ... -5.14 eV

Geometry as XYZ:
```
30
Properties=species:S:1:pos:R:3:mulliken_charge:R:1
Mg -10.20579 -35.36480 -31.81828 1.006
C -10.51439 -33.71601 -35.19628 -1.152
C -9.54740 -34.88478 -34.90763 0.573
C -8.10886 -34.32871 -34.91807 -1.360
O -9.77027 -35.48927 -33.69618 -0.800
H -10.68874 -33.51380 -36.25848 0.360
H -10.16797 -32.83154 -34.66779 0.294
H -11.50696 -33.99978 -34.84229 0.190
H -9.63670 -35.61254 -35.73849 0.208
H -7.69238 -34.10355 -35.91246 0.359
H -7.40946 -35.09338 -34.56826 0.328
H -8.08786 -33.44280 -34.28659 0.282
Cl -8.30034 -35.42872 -30.53852 -0.752
Cl -11.52279 -33.54616 -31.45792 -0.716
C -13.19934 -37.37649 -33.31576 0.519
O -14.40015 -37.34686 -33.08512 -0.708
N -12.46311 -38.51346 -33.06867 -0.367
N -12.50797 -36.43093 -33.99044 -0.148
H -12.82052 -39.17724 -32.40610 0.212
H -11.50278 -38.69419 -33.30274 0.203
H -11.49766 -36.48523 -34.10195 0.067
H -12.93278 -35.70541 -34.53353 0.163
C -11.23506 -37.59172 -29.90432 0.625
O -11.27354 -36.70898 -30.74768 -0.372
N -12.35733 -38.09653 -29.33120 -0.401
N -10.04824 -38.05009 -29.40091 -0.344
H -12.34765 -38.88293 -28.71047 0.165
H -13.22890 -37.80185 -29.73755 0.262
H -10.06407 -38.88499 -28.84403 0.178
H -9.19990 -37.69659 -29.81888 0.123
```

=====

Here is a cluster of 2 separate species, C5H15F3N2Si2 in total from the OMol25 dataset. Energies are from the ωB97M-V functional and the def2-TZVPD basis.

Summary:
Kohn-Sham gap ... 9.79 eV
SMILES ... C[Si](C)(C)N[Si](F)(F)F.C=NC
E_LUMO ... 0.61 eV
Strongest force on any atom ... 0.06719 hartree/bohr
HOMO level ... -9.18 eV

Geometry as XYZ:
```
27
Properties=species:S:1:pos:R:3:mulliken_charge:R:1
C -1.29870 -0.73855 -1.14176 -0.986
Si -1.21128 1.00213 -0.52904 0.215
C -1.32438 2.32351 -1.97062 -1.055
C -2.44967 1.35273 0.90471 -0.956
N 0.51588 1.02280 -0.13848 0.141
Si 1.51004 2.38241 -0.12366 0.528
F 2.84927 1.98059 0.71132 -0.288
F 1.93588 2.82824 -1.62244 -0.260
F 1.00200 3.56689 0.85596 -0.308
H -2.22334 -0.91578 -1.75214 0.337
H -0.40333 -1.01416 -1.66015 0.299
H -1.45906 -1.49636 -0.30046 0.295
H -0.96295 1.67795 -2.80100 0.255
H -2.19910 2.91247 -2.06735 0.372
H -0.53514 3.03734 -1.73379 0.300
H -3.40513 1.51597 0.39796 0.324
H -2.43734 0.54531 1.68499 0.277
H -2.34389 2.39753 1.32458 0.323
H 0.71724 0.28211 0.49837 0.172
C 1.86773 -2.01482 2.05030 -0.282
N 2.72440 -1.55765 1.28576 -0.161
C 3.95946 -1.98236 0.82364 -0.828
H 0.93810 -1.48266 2.20052 0.197
H 1.70367 -3.09185 2.52120 0.209
H 4.08503 -3.08158 0.71896 0.332
H 4.10495 -1.38501 -0.07993 0.245
H 4.72902 -1.72563 1.58733 0.299
```

=====

Here is a structure of composition C5H15I2NSb from the OMol25 dataset. Energies are from the ωB97M-V functional and the def2-TZVPD basis.

Summary:
Kohn-Sham gap ... 6.62 eV
E_LUMO ... 2.65 eV
Charge ... -1
Strongest force on any atom ... 0.00507 hartree/bohr
HOMO level ... -3.96 eV

Geometry as XYZ:
```
24
Properties=species:S:1:pos:R:3:mulliken_charge:R:1
C -3.08585 0.83915 -1.72368 -1.138
C -2.75803 -0.65889 -1.59196 -0.239
N -2.42603 -1.02381 -0.22160 -0.808
Sb -0.35433 -0.85656 0.22465 0.307
C 1.88976 -0.55617 0.59222 -1.113
I 2.83651 -0.47575 -1.35033 -0.058
C 2.17391 0.69811 1.39310 -0.202
C 3.56408 1.31412 1.39511 -1.353
I 1.76636 0.20838 3.47452 0.003
H -2.41823 1.34783 -2.41814 0.280
H -2.98495 1.31115 -0.74816 0.304
H -4.11086 0.99629 -2.06752 0.327
H -3.63094 -1.23606 -1.91046 0.412
H -1.94630 -0.91159 -2.29448 0.231
H -2.67742 -1.99457 -0.07264 0.225
H -0.71875 -0.02272 1.71502 -0.069
H -0.33690 -2.40471 1.10717 -0.103
H 0.00779 -1.70748 -1.27688 -0.055
H -0.28604 0.69804 -0.63700 -0.055
H 2.33630 -1.43152 1.06074 0.568
H 1.42387 1.45696 1.15953 0.392
H 4.29511 0.62039 1.80955 0.352
H 3.58007 2.21993 2.00096 0.390
H 3.86087 1.56947 0.38029 0.402
```

=====

Here is a cluster of 3 separate species, C5H15INO2 in total from the OMol25 dataset. Energies are from the ωB97M-V functional and the def2-TZVPD basis.

Summary:
Kohn-Sham gap ... 7.11 eV
Relative energy (zero: lowest compared OMol25 entry of this formula, charge and spin) ... 0.0 kJ/mol
E_LUMO ... 3.20 eV
Charge ... -1
Strongest force on any atom ... 0.01004 hartree/bohr
HOMO level ... -3.92 eV

Geometry as XYZ:
```
24
Properties=species:S:1:pos:R:3:mulliken_charge:R:1
I -16.50684 1.45504 17.88974 -0.791
C -21.06861 1.60608 18.42740 -1.299
C -20.61359 1.86997 19.84993 0.434
C -20.24296 0.54677 20.51557 -0.338
O -19.84532 0.65837 21.87308 -0.384
C -20.86937 1.05929 22.74591 -0.680
N -19.50072 2.82651 19.82467 -0.630
H -22.00798 1.04154 18.41324 0.416
H -20.31680 1.03015 17.88216 0.075
H -21.24615 2.54548 17.90676 0.383
H -21.45729 2.31981 20.38383 0.213
H -19.39435 0.11181 19.98188 0.150
H -21.07335 -0.18396 20.44782 0.312
H -21.67913 0.31538 22.76349 0.276
H -21.29059 2.03509 22.48818 0.281
H -20.42315 1.14900 23.73503 0.271
H -18.98248 2.79433 20.69891 0.317
H -18.82579 2.47044 19.14044 0.121
C -19.80111 -1.56611 16.92795 -0.511
O -18.52658 -1.56081 17.54513 -0.481
H -19.91980 -2.52597 16.42926 0.280
H -20.60204 -1.39087 17.65694 0.163
H -19.88922 -0.78560 16.16009 0.258
H -18.26567 -0.63524 17.68884 0.164
```

=====

Here is a structure of composition C5H15MnN4O9 from the OMol25 dataset. Energies are from the ωB97M-V functional and the def2-TZVPD basis.

Summary:
Kohn-Sham gap (alpha / beta) ... 6.72 / 6.71 eV
<S²> ... 8.756
Relative energy (zero: lowest compared OMol25 entry of this formula, charge and spin) ... 0.0 kJ/mol
E_LUMO (alpha / beta) ... -6.35 / -6.36 eV
Charge ... +1
Multiplicity ... 6
Strongest force on any atom ... 0.05650 hartree/bohr
HOMO level (alpha / beta) ... -13.07 / -13.07 eV

Geometry as XYZ:
```
34
Properties=species:S:1:pos:R:3:mulliken_charge:R:1
Mn 2.98194 21.71781 3.22372 1.402
C 1.97400 20.37870 6.00539 -0.464
O 2.47963 20.71502 4.74744 -0.757
H 1.36233 19.47650 5.91717 0.274
H 2.79037 20.14940 6.69348 0.245
H 1.33681 21.14699 6.45312 0.167
C -1.61788 20.22629 4.93182 -0.657
N -1.83329 21.70133 5.09463 0.919
O -1.46445 22.27911 6.08377 -0.523
O -2.19891 22.23207 4.06404 -0.530
H -0.56269 19.99567 4.85170 0.147
H -2.11480 19.93116 4.01485 0.331
H -2.16412 19.73092 5.73170 0.307
C 5.37014 23.52930 6.02617 -0.596
N 5.75118 22.76230 4.79074 0.764
O 6.86911 22.85135 4.39478 -0.373
O 4.85772 22.14421 4.18565 -0.452
H 4.64052 24.27055 5.71521 0.303
H 6.30646 23.93107 6.38825 0.329
H 4.91888 22.82692 6.72151 0.183
C 3.77250 20.78171 9.58247 -0.716
N 3.04663 21.03769 10.85146 0.870
O 2.99123 20.12530 11.63520 -0.483
O 2.81492 22.20502 11.10460 -0.539
H 4.79454 21.11686 9.74522 0.363
H 3.39810 21.40875 8.77511 0.133
H 3.71919 19.74045 9.28922 0.356
C -0.97043 20.55641 8.80250 -0.632
N -0.92884 19.64688 9.95449 0.936
O -1.91157 19.57385 10.64861 -0.527
O 0.11043 19.04032 10.10405 -0.539
H -1.72441 21.33542 8.83432 0.364
H -1.00669 20.00236 7.86985 0.210
H -0.04539 21.13460 8.76063 0.185
```

=====

Here is an isolated molecule of C5H15N2 from the OMol25 dataset. Energies are from the ωB97M-V functional and the def2-TZVPD basis.

Summary:
Kohn-Sham gap (alpha / beta) ... 3.98 / 11.32 eV
<S²> ... 0.751
Relative energy (zero: lowest compared OMol25 entry of this formula, charge and spin) ... 150.6 kJ/mol
E_LUMO (alpha / beta) ... 0.81 / 0.72 eV
Multiplicity ... 2
Strongest force on any atom ... 0.03734 hartree/bohr
HOMO level (alpha / beta) ... -3.16 / -10.61 eV

Geometry as XYZ:
```
22
Properties=species:S:1:pos:R:3:mulliken_charge:R:1
N -1.08366 1.38862 0.37359 -0.686
C -0.30947 0.10565 0.48382 -0.354
C 1.22410 0.32476 0.45394 0.676
C 1.70399 0.75976 -0.90743 -1.512
C 1.90580 -0.95460 0.98406 -1.566
C -0.84097 -0.89722 -0.55304 -1.880
N -2.33877 -0.69072 -0.71366 -1.169
H -2.39214 0.33829 -0.50764 0.391
H -1.28077 1.75830 1.30515 0.321
H -0.36314 2.03756 0.05640 0.296
H -0.53260 -0.34428 1.45205 0.099
H 1.41736 1.10305 1.20296 0.337
H 2.74113 1.08602 -0.82552 0.427
H 1.77207 -0.08676 -1.60377 0.352
H 1.18326 1.57738 -1.40228 0.356
H 2.04761 -1.67574 0.18699 0.343
H 2.80164 -0.76413 1.57942 0.386
H 1.25493 -1.39286 1.74725 0.397
H -0.46881 -0.70707 -1.55576 0.716
H -0.65708 -1.90332 -0.18476 -0.057
H -2.90114 -0.99985 0.12582 0.990
H -2.72305 -1.03908 -1.62358 1.138
```